P) Density functional theory data (the ωB97M-V functional and the def2-TZVPD basis) for 2 unconnected molecules or ions with the total composition C4H13NS.

```
19
C4H13NS (the ωB97M-V functional and the def2-TZVPD basis)
C -0.14 2.79 -1.96
C 0.82 2.34 -0.88
S 2.55 2.09 -1.55
H -0.72 1.96 -2.39
H 0.33 3.26 -2.83
H -0.91 3.45 -1.57
H 0.50 1.42 -0.41
H 0.89 3.04 -0.05
C -1.15 -3.45 3.01
C -2.34 -2.98 2.18
N -2.17 -2.71 0.77
H -0.32 -2.73 3.00
H -1.37 -3.51 4.07
H -0.81 -4.41 2.65
H -3.15 -3.71 2.26
H -2.85 -2.17 2.70
H 2.66 3.42 -1.46
H -1.56 -3.38 0.30
H -1.79 -1.80 0.60
```

Output
HOMO level   -9.1 eV
HOMO-LUMO gap   9.821 eV
SMILES string   CCN.CCS

---

Q) Density functional theory data (the ωB97M-V functional and the def2-TZVPD basis) for 2 unconnected molecules or ions with the total composition C4H13NS.

```
19
C4H13NS (the ωB97M-V functional and the def2-TZVPD basis)
C -3.01 -1.68 -0.70
S -4.15 -0.23 -0.55
C -4.45 -0.18 1.20
H -2.00 -1.27 -0.86
H -2.93 -2.22 0.25
H -3.62 -2.27 -1.38
H -5.44 -0.59 1.40
H -4.28 0.77 1.72
H -3.64 -0.75 1.65
C 3.50 1.23 -1.35
C 3.02 0.35 -0.20
N 3.89 0.77 0.98
H 4.35 0.94 -1.95
H 3.67 2.22 -0.90
H 2.69 1.46 -2.05
H 3.24 -0.70 -0.34
H 1.97 0.52 0.02
H 3.47 1.60 1.37
H 3.73 0.05 1.68
```

Output
HOMO level   -8.5 eV
HOMO-LUMO gap   9.253 eV
SMILES string   CCN.CSC

---

R) Density functional theory data (the ωB97M-V functional and the def2-TZVPD basis) for 2 unconnected molecules or ions with the total composition C4H13NS.

```
19
C4H13NS (the ωB97M-V functional and the def2-TZVPD basis)
C -1.07 -1.63 -1.07
S -1.88 -0.02 -0.48
C -2.35 0.43 -2.26
H -1.91 -2.33 -0.95
H -0.54 -1.43 -2.00
H -0.34 -1.86 -0.34
H -2.63 -0.49 -2.78
H -1.60 1.01 -2.88
H -3.20 1.10 -2.34
C 1.59 -0.43 1.00
C 2.09 0.95 1.45
N 1.26 1.26 2.65
H 2.04 -1.28 1.64
H 2.05 -0.44 -0.03
H 0.44 -0.35 0.97
H 1.52 1.79 0.93
H 3.12 0.98 1.47
H 0.86 2.12 2.32
H 0.52 0.62 2.71
```

Output
HOMO level   -8.8 eV
HOMO-LUMO gap   9.670 eV
SMILES string   CCN.CSC

---

S) Density functional theory data (the ωB97M-V functional and the def2-TZVPD basis) for 2 unconnected molecules or ions with the total composition C4H13NS.

```
19
C4H13NS (the ωB97M-V functional and the def2-TZVPD basis)
C 2.02 -0.72 4.06
S 2.67 0.49 2.84
C 1.67 0.60 1.38
H 2.88 -1.38 4.31
H 1.27 -1.44 3.76
H 1.64 -0.25 4.98
H 0.73 0.05 1.40
H 1.41 1.64 1.21
H 2.32 0.32 0.56
C -2.22 -0.04 -3.39
C -1.63 -0.45 -2.03
N -0.73 0.61 -1.52
H -2.93 -0.82 -3.66
H -2.67 0.94 -3.35
H -1.37 -0.03 -4.08
H -2.44 -0.55 -1.28
H -1.03 -1.34 -2.13
H -0.45 1.23 -2.27
H -1.14 1.15 -0.78
```

Output
HOMO level   -8.2 eV
HOMO-LUMO gap   9.184 eV
SMILES string   CCN.CSC

---

Winner for stability: P)

---

P) Density functional theory data (the ωB97M-V functional and the def2-TZVPD basis) for C4H9NO2S in the gas phase.

```
17
C4H9NO2S (the ωB97M-V functional and the def2-TZVPD basis)
C 0.12 -1.20 0.69
C -0.17 0.77 -0.44
C 0.80 -0.43 -0.49
C 2.24 0.10 -0.32
N -2.29 0.89 1.20
O -2.86 -0.03 -1.07
O -1.30 -1.27 0.47
S -1.86 0.13 -0.05
H 0.48 -2.22 0.72
H 0.20 -0.66 1.57
H 0.01 1.53 0.33
H -0.34 1.13 -1.48
H 0.59 -0.98 -1.48
H 2.02 1.14 0.00
H 2.82 0.04 -1.26
H 2.66 -0.45 0.47
H -3.11 1.51 1.13
```

Output
HOMO level   -9.3 eV
HOMO-LUMO gap   10.138 eV
SMILES string   C[C@H]1CO[S@](=N)(=O)C1

---

Q) Density functional theory data (the ωB97M-V functional and the def2-TZVPD basis) for 2 unconnected molecules or ions with the total composition C4H9NO2S.

```
17
C4H9NO2S (the ωB97M-V functional and the def2-TZVPD basis)
C -1.79 -0.68 0.13
C 1.59 1.03 0.80
C 1.02 -1.13 0.00
C -0.70 0.40 0.02
N 0.49 0.15 0.49
O -1.88 -1.47 -0.93
O -2.49 -0.65 1.12
S -1.31 1.99 -0.17
H 1.29 2.07 1.07
H 2.29 0.58 1.57
H 2.24 1.32 -0.05
H 0.38 -2.00 0.31
H 0.82 -0.87 -1.11
H 2.01 -1.27 0.45
H -0.15 -0.01 -1.93
H -1.27 -1.19 -1.61
H -2.56 1.74 -0.15
```

Output
HOMO level   -8.1 eV
HOMO-LUMO gap   8.393 eV

---

R) Density functional theory data (the ωB97M-V functional and the def2-TZVPD basis) for C4H9NO2S in the gas phase.

```
17
C4H9NO2S (the ωB97M-V functional and the def2-TZVPD basis)
C 2.06 0.44 -0.20
C 1.42 -0.91 -0.47
C -0.87 -0.82 0.46
C -2.12 -0.05 0.15
H 0.31 1.43 -0.40
H 1.73 2.28 0.62
H 1.72 -1.56 0.35
H 1.86 -1.48 -1.27
H -1.29 -1.71 0.95
H -0.31 -0.39 1.44
H -2.63 -0.06 1.14
H -2.65 -0.64 -0.63
H -2.35 1.54 -1.15
N 1.27 1.50 -0.10
O -0.04 -0.99 -0.65
O -1.80 1.30 -0.30
S 3.67 0.13 0.06
```

Output
HOMO level   -8.2 eV
HOMO-LUMO gap   8.773 eV
SMILES string   NC(=S)COCCO

---

S) Density functional theory data (the ωB97M-V functional and the def2-TZVPD basis) for 2 unconnected molecules or ions with the total composition C4H9NO2S.

```
17
C4H9NO2S (the ωB97M-V functional and the def2-TZVPD basis)
O 1.73 1.24 -0.07
C 0.65 0.72 0.10
N 0.41 -0.50 -0.46
C 1.38 -1.12 -1.35
O 2.66 -1.21 -0.80
C -0.15 1.01 1.41
C -0.60 1.72 0.18
S -2.60 -0.54 0.57
H -0.53 -0.86 -0.43
H 1.01 -2.09 -1.58
H 1.38 -0.62 -2.30
H 2.84 -0.35 -0.49
H -0.97 0.39 1.80
H 0.40 1.64 2.06
H -1.51 1.30 -0.23
H -0.35 2.77 0.06
H -3.54 -1.49 0.47
```

Output
HOMO level   -8.0 eV
HOMO-LUMO gap   4.828 eV

---

Winner for stability: R)

---

P) Density functional theory data (the ωB97M-V functional and the def2-TZVPD basis) for 2 unconnected molecules or ions with the total composition C2H6NO2.

```
11
C2H6NO2 (the ωB97M-V functional and the def2-TZVPD basis)
C -2.41 0.51 0.08
N -1.54 -0.25 -0.45
H -2.22 1.01 1.03
H -3.43 0.43 -0.28
H -1.79 -1.07 -1.00
H -0.53 -0.19 -0.16
O 0.99 -0.05 0.18
C 2.15 0.21 -0.01
O 3.12 -0.70 -0.03
H 2.46 1.25 -0.19
H 3.20 -1.13 0.83
```

Output
HOMO level   -15.7 eV
HOMO-LUMO gap   10.383 eV
Total charge   +1

---

Q) Density functional theory data (the ωB97M-V functional and the def2-TZVPD basis) for a gas-phase ion, C2H6NO2 (charge +1).

```
11
C2H6NO2 (the ωB97M-V functional and the def2-TZVPD basis)
C -0.11 -1.21 1.74
C 0.28 -0.23 -0.51
N -0.58 1.02 -0.98
O -0.35 -0.38 0.74
O 1.55 -0.26 -0.90
H -0.99 -1.42 2.33
H 0.79 -1.72 1.82
H -0.39 1.44 -1.97
H -0.51 1.77 -0.29
H -1.64 0.82 -1.05
H 2.18 0.44 -0.64
```

Output
HOMO level (alpha / beta)   -12.5 / -13.5 eV
HOMO-LUMO gap (alpha / beta)   7.586 / 9.453 eV
Total charge   +1

---

Winner for stability: P)